A cluster of 2 separate species, C5H11NO2 in total in a non-equilibrium geometry. Source: OMol25; level of theory: ωB97M-V/def2-TZVPD.

ORCA input file:
```
! wB97M-V def2-TZVPD RIJCOSX def2/J DEFGRID3
* xyz 0 1
H -0.604 1.496 -0.139
C 0.449 1.554 0.249
H 0.716 -2.382 -1.853
H -1.188 -1.671 -0.324
H 0.867 2.552 0.211
H 0.810 -0.699 -2.676
O -2.517 0.618 0.625
C 0.525 -1.316 -1.824
O 1.347 -1.747 0.446
C 0.245 1.022 1.731
H 2.138 -1.307 -0.122
H -1.181 -0.097 -1.370
H 0.408 1.635 2.622
N 1.232 0.667 -0.548
C 0.870 -0.698 -0.465
H 0.758 0.065 1.873
H -0.783 0.638 1.781
C -0.618 -0.909 -0.936
H -3.473 0.579 0.718
*
```

The energy above the lowest of the compared OMol25 structures with the same formula, charge and spin is 248.0 kcal/mol. Its strongest force on any atom is 5.22 eV/A.

=====

The molecule C3H10N2O in a non-equilibrium geometry. Source: OMol25; level of theory: ωB97M-V/def2-TZVPD.

ORCA input file:
```
! wB97M-V def2-TZVPD RIJCOSX def2/J DEFGRID3
* xyz 0 1
H -2.669 0.299 0.176
H 0.728 -0.749 1.552
C 0.769 -0.938 0.471
C -0.607 -1.250 -0.070
N 1.324 0.176 -0.264
H -0.633 -2.005 -0.855
H -1.336 -1.430 0.729
H 1.955 2.145 -0.077
H 1.390 -1.826 0.303
H 0.328 1.849 0.552
H 0.513 0.284 -1.240
H 1.755 1.327 1.475
N -1.156 0.056 -1.034
C 1.342 1.423 0.463
H -1.652 -0.238 -1.877
O -2.051 0.876 -0.302
*
```

The energy above the lowest of the compared OMol25 structures with the same formula, charge and spin is 110.9 kcal/mol. Its SMILES is CNCCNO. Its strongest force on any atom is 5.01 eV/A.

=====

A cluster of 11 separate species, C55H48Br4O19S in total in a non-equilibrium geometry. Source: OMol25; level of theory: ωB97M-V/def2-TZVPD.

ORCA input file:
```
! wB97M-V def2-TZVPD RIJCOSX def2/J DEFGRID3
* xyz -1 2
C 5.763 1.385 -4.631
H -6.293 -3.468 2.871
H -2.140 5.586 -1.889
C 6.355 0.838 -2.288
H 0.408 -1.264 -1.534
C -0.486 4.295 -1.923
C -7.294 -1.964 0.117
C 0.716 3.762 -2.597
O 2.517 3.017 0.440
H 4.602 4.145 1.357
C 2.575 -0.065 5.461
C -1.315 5.229 -2.487
H -2.788 3.300 -4.435
H -2.673 -0.466 0.812
C -3.606 3.744 0.977
C -4.018 2.700 0.039
C 1.305 -5.795 3.707
H 7.685 1.713 -3.737
H 0.039 1.672 -0.554
O 4.879 -6.107 2.883
H 2.331 0.274 4.465
O -6.454 6.214 0.690
H -3.036 -0.860 2.545
H -4.222 -5.313 -0.129
O 0.097 0.299 1.003
H 4.031 -4.172 1.497
Br 2.913 -4.617 -4.136
H 2.879 -1.048 9.145
C 5.016 0.383 -1.976
C 0.831 -0.299 -1.254
C -5.731 5.167 0.559
H 1.030 0.354 -2.104
H 6.293 2.922 2.692
H -1.157 -4.722 0.145
H 2.219 0.548 1.470
H 3.990 0.777 8.411
C -1.079 0.496 -5.633
O -3.327 1.706 -0.197
H 1.698 -3.243 1.486
O 4.606 -0.230 -1.040
C 4.026 1.026 -2.931
C 4.465 3.120 1.670
C 2.085 -1.759 7.114
O -6.082 0.965 1.943
C 2.764 -0.868 8.086
O 4.334 1.524 5.788
C -7.208 -3.058 1.135
C -1.637 1.850 -5.811
H -0.790 -1.210 -4.438
H -2.949 2.099 -2.678
C -6.513 -2.604 2.262
O 6.334 0.476 3.441
O 1.344 2.765 -2.225
H -0.985 0.268 -0.842
C 1.048 4.553 -3.805
C -5.172 3.092 -0.729
C -1.973 -5.301 -0.287
C -1.197 5.718 -3.917
O 1.665 -2.896 7.400
C 3.304 2.426 1.154
H 0.603 -6.334 4.325
C 4.152 0.312 2.364
C -1.226 -0.223 -4.477
O -2.492 -0.692 -2.598
C 0.890 -4.702 2.861
C -2.162 0.166 -3.402
H 3.853 -0.637 2.783
H 1.193 -1.638 5.239
H -5.535 2.365 -1.441
H -0.413 0.040 -6.350
O -2.052 6.389 -4.445
C 5.433 0.984 2.771
H -3.485 -5.134 1.387
C 3.458 0.240 7.640
C 1.941 -1.182 5.871
Br -3.671 -2.895 0.138
C 2.357 -1.831 -4.275
O -0.749 -2.226 0.970
Br 2.204 -1.705 -6.193
O -1.484 2.546 -6.858
H 2.011 4.391 -4.268
C 1.635 -3.137 -3.836
C -6.916 -0.664 0.266
C -6.275 -0.210 1.558
H 3.499 1.894 -4.663
O -7.552 -4.226 0.889
H 0.743 -3.383 -4.412
C 4.360 1.472 -4.165
Br -1.719 -7.118 0.255
H 0.483 5.899 -5.338
H -6.861 4.430 -1.104
C 3.103 1.078 1.793
C -5.983 4.182 -0.526
S -0.703 -0.937 1.762
C 3.275 -4.514 2.188
H 2.961 1.117 -2.773
O -0.201 -4.256 2.895
O 6.188 1.631 -5.786
C 0.174 5.347 -4.462
H -0.677 4.103 -0.878
C 3.563 0.650 6.245
H -2.466 0.742 2.314
C -2.486 1.584 -3.507
C -6.131 -1.325 2.567
H 7.133 0.972 -1.552
C -2.453 -0.248 1.857
H 3.435 -1.778 -4.128
C -3.378 -4.816 0.350
C -2.331 2.343 -4.637
H -2.622 3.600 1.399
C 2.604 -6.162 3.813
H -7.797 -2.243 -0.798
H -7.041 -0.016 -0.588
C 1.972 -4.038 2.163
H -5.407 -1.134 3.346
H -2.103 -5.088 -1.348
C -4.394 4.886 1.214
H 1.439 -2.890 -2.793
C 3.728 -5.630 3.000
H 1.729 -0.964 -4.070
C -0.046 0.596 -0.396
O -0.114 -0.869 3.089
H -3.964 5.764 1.671
C 5.382 2.401 2.438
H 1.799 -0.673 -0.921
C 6.728 1.265 -3.512
H 2.836 -6.947 4.519
*
```

The value obtained for the energy is -14247.95242 hartree. Its strongest force on any atom is 4.96 eV/A. The expectation value of S² is 0.77.